# 1
Formula: C18H19Cl5IIrN4O
Source: OMol25
Level of theory: ωB97M-V/def2-TZVPD

ORCA input file:
```
! RIJCOSX wB97M-V def2-TZVPD def2/J DEFGRID3
* xyz -2 5
C 4.1420 0.6440 -0.8071
I 4.7777 -1.2622 -1.2422
H 4.8459 1.3180 -1.2339
H 3.0770 0.7280 -1.1696
H 4.0011 0.8138 0.2845
C 0.1646 -3.6095 1.3612
C 1.3552 -3.3070 1.9190
N 1.5968 -1.9645 1.6085
C 0.6194 -1.4508 0.7785
N -0.2709 -2.4834 0.6910
H -0.3983 -4.5197 1.3920
H 1.9701 -3.9487 2.5329
C 0.1060 0.3638 -4.0287
C 0.1043 0.6215 -1.7830
N 0.2786 -0.2712 -2.8141
H -0.3853 2.4641 -4.4462
N -0.3028 1.7644 -2.4117
H 0.2478 -0.1072 -4.9822
Ir 0.0898 0.5176 0.1832
C 0.0569 2.3461 0.9029
O -0.0266 3.3361 1.5563
C -0.2213 1.6440 -3.7706
C -0.8018 3.0021 -1.8473
H -1.6275 3.3668 -2.4732
H 0.0116 3.7353 -1.8580
H -1.2036 2.8390 -0.8454
C 0.5367 -1.6954 -2.7863
H 0.9736 -1.9457 -3.7556
H -0.3912 -2.2820 -2.7168
H 1.2398 -1.9569 -1.9934
C -1.5401 -2.5139 -0.0020
H -1.5327 -3.4043 -0.6603
H -1.6903 -1.5722 -0.5610
H -2.3313 -2.6588 0.7584
C 2.7985 -1.2798 2.0494
H 3.5885 -1.3267 1.2670
H 3.1668 -1.7860 2.9594
H 2.5064 -0.2412 2.2832
Cl -3.0685 0.7483 -0.8954
C -2.7891 0.9844 0.8199
C -1.5552 0.6610 1.4095
C -1.2689 0.9348 2.7770
Cl 0.3783 0.8612 3.3701
C -2.2353 1.5625 3.5763
Cl -1.8135 2.1197 5.1402
C -3.5013 1.8796 2.9964
Cl -4.6873 2.6206 3.9595
C -3.7680 1.6047 1.6274
Cl -5.2227 2.1058 0.8803
*
```

Computed properties:
LUMO energy (spin up / spin down) in eV: 2.9 / 3.3
⟨S²⟩: 6.012
Gap between HOMO and LUMO (spin up / spin down) in eV: 1.06 / 7.10

Löwdin population analysis, charges in e, atoms 1 to 4: C -0.703; I -0.014; H -0.036; H -0.025

# 2
Formula: C39H74N2O31S5
Source: OMol25
Level of theory: ωB97M-V/def2-TZVPD

ORCA input file:
```
! RIJCOSX wB97M-V def2-TZVPD def2/J DEFGRID3
* xyz 0 1
C 33.8625 -32.1954 -2.6242
O 33.0430 -32.8265 -3.5816
C 33.3930 -32.6870 -4.8645
O 34.1933 -31.9516 -5.2856
O 32.5449 -33.3055 -5.6530
C 31.4778 -34.0050 -5.1822
H 34.2136 -31.2276 -2.9721
H 34.7900 -32.7467 -2.4118
H 33.3022 -32.2107 -1.6978
H 30.9383 -34.4965 -5.9880
H 30.7603 -33.3528 -4.6714
H 31.7317 -34.7832 -4.4559
C 25.3691 -28.9863 -7.8486
O 25.3066 -29.5317 -9.1762
C 24.2052 -30.0889 -9.5488
O 23.2345 -30.2148 -8.9137
O 24.2847 -30.5783 -10.7420
C 25.4256 -30.3569 -11.5183
H 24.3856 -28.7791 -7.4403
H 26.0496 -28.1362 -7.8080
H 25.9144 -29.7688 -7.3016
H 25.2458 -29.5622 -12.2372
H 25.6347 -31.2858 -12.0583
H 26.3468 -30.1586 -10.9805
C 29.2140 -29.1005 -2.1496
O 29.7838 -30.2313 -1.5282
C 30.3379 -31.1505 -2.2339
O 30.5578 -31.1104 -3.3630
O 30.5241 -32.2393 -1.5337
C 29.9939 -32.3665 -0.2109
H 28.3735 -29.3161 -2.8107
H 29.9678 -28.5700 -2.7379
H 28.8566 -28.4630 -1.3489
H 30.6019 -31.8206 0.5228
H 29.9523 -33.4158 0.0429
H 29.0188 -31.8851 -0.1018
C 26.9812 -36.4751 -7.3256
O 25.8472 -35.7815 -7.6072
C 25.6396 -34.5526 -7.0741
O 26.4482 -33.9033 -6.4454
O 24.4267 -34.1867 -7.4173
C 23.8741 -33.0168 -6.8975
H 26.9741 -37.2372 -6.5403
H 27.7653 -35.8083 -6.9551
H 27.3924 -36.9607 -8.2031
H 23.0193 -32.6901 -7.4758
H 24.5410 -32.1481 -6.8305
H 23.5619 -33.1491 -5.8518
C 26.7209 -31.9970 -3.8713
C 25.9045 -30.9924 -3.3983
C 25.9775 -29.7324 -3.9474
C 26.9352 -29.4284 -4.8801
C 27.8024 -30.4282 -5.2924
C 27.7291 -31.7042 -4.7671
N 27.2576 -28.0511 -5.2278
O 28.2225 -27.8186 -5.9249
O 26.4723 -27.1826 -4.8239
H 26.5725 -33.0408 -3.6275
H 25.0350 -31.2431 -2.8016
H 25.2478 -29.0158 -3.5964
H 28.7113 -30.1336 -5.8159
H 28.3503 -32.5031 -5.1438
C 22.4327 -25.7700 -1.8418
C 23.7321 -25.9356 -2.3041
C 24.7531 -25.6524 -1.4119
C 24.4987 -25.2156 -0.1212
C 23.1970 -24.9212 0.2402
C 22.1413 -25.2080 -0.6045
N 25.6116 -24.8789 0.7549
O 26.6952 -25.1815 0.4255
O 25.3499 -24.3684 1.7836
H 21.6072 -26.1309 -2.4538
H 23.9186 -26.4089 -3.2535
H 25.7482 -25.8212 -1.8178
H 22.9824 -24.7033 1.2806
H 21.1541 -25.1104 -0.1844
O 20.7672 -28.3449 -8.6263
S 19.6740 -28.5608 -7.7712
O 18.9119 -29.7629 -7.8601
O 20.2131 -28.3509 -6.2884
C 20.7100 -29.5380 -5.6068
C 21.9311 -30.1126 -6.2749
C 18.5766 -27.1574 -7.8802
H 19.8606 -30.2230 -5.5391
H 20.9578 -29.2466 -4.5858
H 22.7686 -29.4142 -6.2427
H 21.8797 -30.3144 -7.3458
H 22.1510 -31.0149 -5.6920
H 17.9491 -27.0540 -7.0080
H 17.9910 -27.4845 -8.7381
H 19.2090 -26.3047 -8.0807
O 32.7669 -27.1349 -3.7251
S 32.7707 -26.8352 -5.1056
O 33.8020 -26.0117 -5.6131
O 32.8173 -28.1184 -6.0194
C 32.1934 -29.3151 -5.5138
C 31.2242 -29.8323 -6.5759
C 31.2416 -26.0815 -5.6505
H 31.5836 -29.1553 -4.6181
H 32.9564 -30.0449 -5.2560
H 30.3987 -29.1329 -6.6713
H 30.8867 -30.8412 -6.3600
H 31.8161 -29.8292 -7.4996
H 31.4642 -25.7347 -6.6514
H 30.9361 -25.3213 -4.9497
H 30.5193 -26.8927 -5.7538
O 22.9520 -31.9557 -1.8520
S 21.9147 -31.8517 -0.8650
O 21.5804 -30.5597 -0.3494
O 20.5637 -32.4365 -1.5275
C 20.7337 -33.4836 -2.5020
C 19.4190 -33.6653 -3.2112
C 22.0655 -32.9920 0.5091
H 20.9501 -34.4245 -1.9591
H 21.5172 -33.3717 -3.2514
H 19.3157 -34.4475 -3.9619
H 19.1786 -32.7486 -3.7773
H 18.5507 -33.7240 -2.5468
H 21.4150 -32.5069 1.2290
H 23.1117 -32.9932 0.7895
H 21.6851 -33.9681 0.2436
O 24.4928 -35.6868 -0.5483
S 24.7173 -35.5595 -1.9287
O 24.7068 -34.3541 -2.6736
O 26.0261 -36.3935 -2.2660
C 26.4825 -36.3984 -3.6438
C 27.9967 -36.2390 -3.5838
C 23.4821 -36.5830 -2.7544
H 26.1415 -35.5234 -4.1902
H 26.3243 -37.3324 -4.1765
H 28.5736 -37.0246 -3.1025
H 28.3314 -35.3265 -3.0695
H 28.3399 -36.0150 -4.6060
H 22.5233 -36.3476 -2.3042
H 23.7549 -37.6176 -2.5855
H 23.4965 -36.3158 -3.8045
O 27.9275 -28.4976 -10.4783
S 28.9078 -28.3919 -9.4667
O 29.0384 -27.1896 -8.7623
O 28.7461 -29.6342 -8.4302
C 28.4094 -30.8816 -9.0937
C 29.4155 -31.9628 -8.7250
C 30.4354 -28.8162 -10.3252
H 28.4979 -30.7670 -10.1790
H 27.3942 -31.2373 -8.9125
H 29.1352 -32.9158 -9.1791
H 29.3318 -32.1393 -7.6476
H 30.4282 -31.7023 -9.0138
H 30.8265 -27.8731 -10.6796
H 30.1588 -29.5380 -11.0772
H 31.0784 -29.2485 -9.5633
*
```

Computed properties:
LUMO energy in eV: -0.7
Energy relative to the best compared isomer or geometry (same formula, charge and spin) in kcal per mole: 0.00
SMILES: O=[N+]([O-])c1ccccc1.O=[N+]([O-])c1ccccc1.CCOS(C)(=O)=O.CCOS(C)(=O)=O.CCOS(C)(=O)=O.CCOS(C)(=O)=O.CCOS(C)(=O)=O.COC(=O)OC.COC(=O)OC.COC(=O)OC.COC(=O)OC
Gap between HOMO and LUMO in eV: 9.23

Löwdin population analysis, charges in e, atoms 1 to 4: C -0.032; O -0.020; C -0.648; O 0.168